## one
Below is the molecule C5H6ClN, with properties calculated with ωB97M-V/def2-TZVPD.

Each line ends with the Mulliken charge.
CARTESIAN COORDINATES (ANGSTROEM)
C 0.56 0.22 0.00  0.26
C 0.10 -0.36 -1.16  -0.55
C -1.32 -0.45 -1.06  -0.06
C -1.87 -1.28 -0.01  -0.46
C -0.57 0.64 0.87  -0.45
H 0.79 -0.69 -1.95  0.40
H -1.94 -0.39 -1.95  0.38
H -2.87 -1.70 0.06  0.25
H -1.12 -1.90 0.46  0.25
H -0.61 1.72 0.96  0.27
H -0.54 0.19 1.87  0.30
N -1.81 0.13 0.16  -0.40
Cl 2.21 0.54 0.45  -0.20

The HOMO energy comes out at -8.743 eV. Its charge is 0. The orbital gap comes out at 9.8 eV. The SMILES is ClC1=C[C@H]2CN2C1. For the LUMO energy, the calculation gives 1.01 eV.

---

## two
Below is the molecule C5H6ClN, with properties calculated with ωB97M-V/def2-TZVPD.

Each line ends with the Mulliken charge.
CARTESIAN COORDINATES (ANGSTROEM)
C -0.60 0.09 -0.11  0.29
C 0.16 1.18 -0.18  -0.66
C 1.58 0.77 -0.34  -0.01
C 2.13 -0.01 0.79  -0.39
C 0.24 -1.17 -0.26  -0.48
H -0.22 2.17 -0.11  0.48
H 2.25 1.31 -1.04  0.31
H 3.20 -0.12 0.93  0.24
H 1.54 -0.06 1.71  0.24
H -0.08 -1.73 -1.19  0.26
H 0.12 -1.88 0.59  0.29
N 1.61 -0.70 -0.39  -0.37
Cl -2.30 0.01 0.15  -0.20

The HOMO energy comes out at -8.821 eV. Its charge is 0. The orbital gap comes out at 9.8 eV. The SMILES is ClC1=C[C@H]2CN2C1. For the LUMO energy, the calculation gives 1.02 eV.

---

## three
Below is the molecule C5H6ClN, with properties calculated with ωB97M-V/def2-TZVPD.

Each line ends with the Mulliken charge.
CARTESIAN COORDINATES (ANGSTROEM)
C 1.47 0.01 -0.61  0.10
C 0.48 -0.22 0.27  -0.28
C 1.60 -2.28 -1.07  0.09
C -1.85 0.78 0.46  -1.00
C -0.37 0.87 0.83  -0.29
N 2.00 -1.14 -1.15  -0.37
Cl 1.84 -3.83 -1.42  -0.09
H 1.95 0.91 -0.96  0.41
H -2.34 1.10 -0.58  0.26
H -2.48 1.34 1.15  0.31
H -2.05 -0.28 0.58  0.29
H -0.23 0.92 1.94  0.29
H -0.01 1.82 0.57  0.29

The HOMO energy (alpha / beta) comes out at -7.098 / -9.149 eV. Its charge is 0. The orbital gap (alpha / beta) comes out at 6.3 / 9.3 eV. For the LUMO energy (alpha / beta), the calculation gives -0.79 / 0.18 eV.

---

Result of the stability comparison: three is the least stable of them.

---

## one
Below is a cluster of 2 separate species, CH3FOS in total, with properties calculated with ωB97M-V/def2-TZVPD.

Each line ends with the Mulliken charge.
CARTESIAN COORDINATES (ANGSTROEM)
C -2.53 0.37 0.20  0.01
O -2.13 0.82 -0.93  -0.22
F -1.49 0.16 1.11  -0.13
S 1.84 -0.48 0.33  -0.31
H 3.17 -0.22 0.59  0.15
H -1.17 1.02 -1.17  0.34
H 2.31 -1.68 -0.13  0.15

The HOMO energy comes out at -10.015 eV. Its charge is 0. The orbital gap comes out at 10.5 eV. For the LUMO energy, the calculation gives 0.50 eV.

---

## two
Below is a cluster of 2 separate species, CH3FOS in total, with properties calculated with ωB97M-V/def2-TZVPD.

Each line ends with the Mulliken charge.
CARTESIAN COORDINATES (ANGSTROEM)
C -1.19 0.38 0.49  0.09
O 1.46 -0.69 -0.29  -0.62
F -1.04 1.46 -0.27  -0.17
S -2.00 -0.91 0.01  -0.22
H -0.70 0.50 1.45  0.29
H 1.72 -0.97 -1.17  0.31
H 1.75 0.23 -0.21  0.32

The HOMO energy (alpha / beta) comes out at -9.449 / -9.449 eV. Its charge is 0. The orbital gap (alpha / beta) comes out at 9.5 / 9.5 eV. The SMILES is FC=S.O. For the LUMO energy (alpha / beta), the calculation gives 0.02 / 0.02 eV.

---

Result of the stability comparison: one is the least stable of them.

---

## one
Below is a cluster of 2 separate species, C6H14OSi in total, with properties calculated with ωB97M-V/def2-TZVPD.

Each line ends with the Mulliken charge.
CARTESIAN COORDINATES (ANGSTROEM)
C 3.14 -0.18 -0.46  -1.19
C 1.94 -0.93 -0.88  0.39
C -2.52 1.14 0.96  -1.42
C -2.00 -0.86 -0.56  -1.45
C 1.32 -1.80 -0.19  -1.21
C -1.35 0.33 0.10  0.40
O 1.26 0.98 1.34  -0.58
Si 0.12 -0.01 1.26  0.42
H 3.75 -0.34 -1.29  0.42
H 3.53 -0.71 0.37  0.29
H 1.54 -0.56 -1.83  0.29
H -2.72 0.42 1.76  0.38
H -2.41 2.06 1.44  0.39
H -3.32 1.10 0.26  0.37
H -2.32 -1.54 0.19  0.39
H -1.38 -1.46 -1.14  0.35
H -2.92 -0.59 -1.05  0.42
H 1.82 -2.10 0.70  0.35
H 0.61 -2.40 -0.66  0.42
H -1.01 1.10 -0.60  0.33
H 2.82 0.80 -0.15  0.35
H -0.52 -1.06 2.20  -0.09

The HOMO energy comes out at -9.536 eV. Its charge is 0. The orbital gap comes out at 10.1 eV. The SMILES is CC(C)[SiH]=O.C=CC. For the LUMO energy, the calculation gives 0.57 eV.

---

## two
Below is a cluster of 2 separate species, C6H14OSi in total, with properties calculated with ωB97M-V/def2-TZVPD.

Each line ends with the Mulliken charge.
CARTESIAN COORDINATES (ANGSTROEM)
C 3.34 0.89 0.12  -0.97
C 2.43 -0.10 0.07  0.88
C 2.11 -0.80 1.39  -1.16
C 2.10 0.08 -2.33  -0.85
C -4.25 -0.13 0.95  -0.94
C -3.45 1.40 -1.36  -1.12
O 1.82 -0.56 -1.07  -0.30
Si -2.83 -0.11 -0.24  0.18
H 3.90 1.28 -0.77  0.24
H 4.00 1.12 0.96  0.27
H 2.99 -0.71 2.08  0.30
H 1.76 -1.78 1.25  0.37
H 1.33 -0.20 1.83  0.27
H 3.10 0.08 -2.58  0.41
H 1.88 1.20 -2.39  0.32
H 1.42 -0.57 -2.99  0.22
H -4.79 0.70 1.40  0.34
H -4.99 -0.75 0.33  0.24
H -4.01 -0.83 1.78  0.30
H -2.74 1.75 -2.04  0.36
H -4.31 0.95 -2.05  0.24
H -3.93 2.23 -0.99  0.39

The HOMO energy comes out at -8.272 eV. Its charge is 0. The orbital gap comes out at 8.2 eV. For the LUMO energy, the calculation gives -0.12 eV.

---

## three
Below is a cluster of 2 separate species, C6H14OSi in total, with properties calculated with ωB97M-V/def2-TZVPD.

Each line ends with the Mulliken charge.
CARTESIAN COORDINATES (ANGSTROEM)
C -2.16 -2.22 -1.59  -0.71
C -2.08 -1.06 -1.01  -0.06
C 2.18 -1.08 0.03  -0.95
C 0.62 0.78 2.07  -1.04
C 1.45 1.89 -0.80  -1.03
C -3.03 0.01 -0.65  -0.04
O -2.51 0.92 0.29  -0.46
Si 0.99 0.38 0.25  0.21
H -1.28 -2.82 -1.77  0.24
H -3.09 -2.67 -1.94  0.27
H 3.18 -0.82 0.35  0.36
H 1.86 -1.93 0.62  0.30
H 2.23 -1.40 -1.01  0.30
H 0.02 1.68 2.17  0.34
H 0.08 -0.03 2.55  0.34
H 1.54 0.94 2.63  0.36
H 2.46 2.23 -0.57  0.34
H 1.42 1.66 -1.86  0.33
H 0.78 2.72 -0.63  0.34
H -3.31 0.56 -1.57  0.18
H -3.94 -0.41 -0.20  0.28
H -1.54 0.89 0.20  0.09

The HOMO energy (alpha / beta) comes out at -8.497 / -7.093 eV. Its charge is 0. The orbital gap (alpha / beta) comes out at 8.4 / 6.9 eV. For the LUMO energy (alpha / beta), the calculation gives -0.11 / -0.17 eV.

---

Result of the stability comparison: three is the least stable of them.